1.
The following is a DFT calculation (ωB97M-V/def2-TZVPD) of the molecule C5H7NO at a distorted geometry.

```
14
Properties=species:S:1:pos:R:3
C -0.53 1.04 -0.09
H 2.02 0.73 1.47
H -0.68 1.65 -0.98
N -1.46 -1.09 -0.28
H 2.51 0.78 -0.22
C -0.07 -1.23 -0.03
H 2.52 -0.75 0.66
H -2.04 -1.78 -0.72
H -0.57 1.74 0.75
O -2.79 0.73 -0.85
C 0.55 -0.04 0.07
C -1.79 0.25 -0.38
H 0.33 -2.23 0.08
C 1.97 0.19 0.52
```

Properties
LUMO level (eV): 0.87
SMILES: CC1=CNC(=O)C1
Total charge: 0
Energy relative to the best compared isomer or geometry (same formula, charge and spin) (kcal/mol): 9.2
Calculated total energy (hartree): -324.7098

2.
The following is a DFT calculation (ωB97M-V/def2-TZVPD) of a structure of composition C39H45F5MgN11O3STe.

```
106
Properties=species:S:1:pos:R:3
C -0.17 -4.44 0.86
C 0.42 2.55 1.93
H -1.86 -0.67 5.48
Te 2.36 0.00 1.94
H 2.57 3.09 0.02
H 1.71 2.09 -3.68
N 0.25 1.14 2.13
C -3.55 -1.74 1.38
C 0.90 3.35 2.97
H -2.03 3.06 -2.14
C -2.54 -0.59 -2.11
N 0.33 -2.94 -0.82
H 0.62 3.05 -4.70
H -2.80 1.43 -1.48
H 1.24 5.33 3.73
H -0.41 5.03 -0.21
C -0.04 4.56 0.70
H 0.61 4.79 -3.27
C 3.03 -1.65 -4.12
C 1.56 4.72 -2.75
H -6.33 -0.15 2.35
C -0.23 -1.67 3.47
C -5.31 -0.78 -1.98
N -0.89 -0.37 3.61
C 3.69 -1.00 -3.09
O 1.36 -1.10 0.84
C -2.73 -0.65 1.09
N 1.60 -0.39 -2.12
C 0.88 4.73 2.90
H -2.58 -2.69 -2.60
H -2.59 -1.48 4.09
C -3.20 0.65 1.29
C 1.64 -1.67 -4.13
C -4.49 0.80 1.75
C -1.59 -2.39 0.59
H 2.05 -3.74 -1.70
O -7.46 -1.76 -2.55
C -0.50 -1.02 -3.06
H 3.54 3.74 -1.30
H 3.39 0.12 -1.25
H -1.99 1.73 5.87
N -1.13 -0.47 -2.11
C -3.30 0.51 -1.75
H 1.77 5.69 -2.29
C -2.06 2.92 3.39
H 0.22 6.41 1.72
C -5.31 -0.31 2.01
F 1.88 0.11 3.81
H 4.77 -0.97 -3.03
H -5.50 -2.45 2.03
C -4.55 -1.90 -2.32
H -0.64 -4.89 1.73
C 0.09 3.16 0.71
C 2.93 -0.38 -2.10
H -0.32 1.14 5.66
H 1.28 2.85 3.85
C 1.28 -3.81 -0.95
N -0.13 2.42 -0.48
H 0.32 1.33 -4.44
C -0.58 0.86 3.17
F 3.99 -0.17 1.01
H 2.36 4.51 -3.47
H -0.99 -2.37 3.12
C -4.86 -1.60 1.83
H -0.66 2.88 5.61
C 0.43 2.90 -1.58
H -2.04 1.86 -3.44
H -6.88 -2.14 -3.21
Mg 0.35 0.17 -0.37
H -1.01 -1.53 -3.88
H -5.02 -2.86 -2.49
H -2.80 0.26 4.29
H -2.03 2.98 2.31
N -2.78 -2.85 1.07
H -2.57 1.50 1.05
H -3.09 2.74 3.71
C -3.17 -1.81 -2.39
H -5.28 1.27 -1.39
N 1.50 3.72 -1.69
C 0.97 -1.03 -3.11
C 2.60 3.85 -0.74
N -1.22 1.85 3.90
C 0.67 2.24 -3.96
S 1.22 -5.12 0.15
H 2.58 4.84 -0.29
H -1.72 3.87 3.79
H 0.59 -1.74 2.78
H -3.07 -3.81 1.07
C -4.68 0.42 -1.69
F 2.05 1.17 0.29
H -4.89 1.80 1.90
O -7.39 -0.14 -1.03
C -1.05 1.89 5.34
C -0.50 -3.29 0.22
H -1.64 3.54 -3.81
C 0.33 5.34 1.78
H 1.09 -2.17 -4.92
C -6.80 -0.85 -1.80
C -2.10 -0.56 4.43
F 3.16 1.61 2.46
H 3.60 -2.15 -4.90
N -0.13 2.50 -2.79
F 3.06 -1.58 2.73
N -1.52 -1.08 0.58
H 0.11 -1.99 4.45
C -1.53 2.75 -3.06
```

Properties
LUMO level (eV): -3.21
Total charge: +1
Energy relative to the best compared isomer or geometry (same formula, charge and spin) (kcal/mol): 43.5
Calculated total energy (hartree): -3706.8033

3.
The following is a DFT calculation (ωB97M-V/def2-TZVPD) of the molecule C28H31N3O5 at a distorted geometry.

```
67
Properties=species:S:1:pos:R:3
C 2.08 1.73 -0.87
O -0.61 -0.91 -3.02
C 1.24 0.20 5.71
C 1.39 0.19 1.74
H -5.88 0.12 -4.52
H -0.41 1.90 -1.38
C 1.31 0.66 -1.33
H -2.95 -0.41 1.57
H -2.34 1.60 -2.25
H -2.70 2.15 -4.85
H -0.20 -1.59 -0.55
C -1.83 1.03 0.40
H -4.59 2.62 -3.37
H -1.19 -1.47 0.90
O 5.42 0.36 -0.79
H 4.04 2.43 -0.36
C 4.08 0.40 -1.02
C -3.47 1.39 -4.75
C -3.06 0.30 -3.75
H -4.53 -1.18 -3.04
C -1.25 -0.78 3.37
H 1.77 1.03 6.14
C 3.44 1.60 -0.72
H 0.91 1.14 1.54
H 2.00 -1.64 6.62
H -4.27 0.19 -1.96
C -4.36 -0.10 -3.01
C 1.34 -1.14 5.94
C -4.79 1.94 -4.20
H -5.37 2.47 -4.95
C 0.39 -1.75 5.09
H 3.10 -3.17 2.47
C 3.32 -0.65 -1.52
C 3.15 -1.05 2.79
O -1.79 -1.82 3.03
H 2.93 1.07 2.92
C 1.96 -0.52 -1.67
H -3.23 1.30 1.96
H -6.30 0.90 -3.00
H 5.71 -1.66 -0.42
H 1.08 -3.09 1.06
H -2.59 -0.55 -4.24
H 0.17 -2.79 4.99
C 6.11 -0.84 -1.03
C 2.62 -2.22 2.26
N -2.07 0.81 -2.82
C 1.49 -2.18 1.47
H 3.79 -1.59 -1.80
H 6.07 -1.13 -2.09
O -2.27 2.04 -0.15
C -0.95 0.14 -2.50
C -5.48 0.68 -3.68
C -0.19 0.83 -1.35
C 0.86 -0.97 1.20
N -0.81 0.33 -0.11
H -3.64 0.94 -5.73
C -0.38 -0.98 0.34
H 1.61 2.67 -0.63
H 4.04 -1.08 3.40
H -1.04 1.23 3.12
H 7.14 -0.65 -0.75
N -1.53 0.41 2.80
C 2.53 0.15 2.52
C -2.46 0.56 1.71
C -0.22 -0.72 4.41
H 1.39 -1.34 -2.09
O 0.31 0.46 4.80
```

Properties
LUMO level (eV): 0.65
SMILES: COc1ccc([C@@H](C(=O)NC2CCCC2)N(Cc2ccccc2)C(=O)CNC(=O)c2ccco2)cc1
Total charge: 0
Energy relative to the best compared isomer or geometry (same formula, charge and spin) (kcal/mol): 39.8
Calculated total energy (hartree): -1626.0864

4.
The following is a DFT calculation (ωB97M-V/def2-TZVPD) of the molecule C2H3N5O at a distorted geometry.

```
11
Properties=species:S:1:pos:R:3
N -2.56 0.07 0.22
O 0.73 -1.09 -0.37
H -3.06 -0.67 0.68
C -1.20 -0.07 -0.01
H -2.92 0.99 0.06
N 0.67 1.21 -0.27
N -0.54 1.16 -0.11
N -0.66 -1.21 -0.01
N 2.52 -0.09 0.43
C 1.40 0.02 0.00
H 2.99 0.81 0.50
```

Properties
LUMO level (eV): -1.11
SMILES: [H]/N=c1\nnc(N)no1
Total charge: 0
Energy relative to the best compared isomer or geometry (same formula, charge and spin) (kcal/mol): 93.5
Calculated total energy (hartree): -426.9087

5.
The following is a DFT calculation (ωB97M-V/def2-TZVPD) of a structure of composition C37H67ClN8O2S2SbV at a distorted geometry.

```
119
Properties=species:S:1:pos:R:3
N 2.98 -0.35 2.28
H -1.59 -6.93 -1.53
H -2.41 1.83 0.15
C -2.90 -2.44 3.31
H -0.85 -1.69 -5.82
C 4.01 4.12 4.59
H -3.04 -2.54 4.44
H 1.95 4.93 4.41
H -1.31 5.57 -4.18
N 4.38 0.23 -5.38
H 2.72 5.25 5.92
H -5.73 -3.22 0.62
H -0.90 -3.64 -2.52
H 5.75 -3.71 3.03
H -0.71 -0.32 -7.75
H -5.38 -0.99 -0.42
H -2.74 -6.43 -0.19
H -1.78 7.13 0.79
H 3.40 -1.23 -3.17
H -4.24 -1.22 1.03
H -4.53 -4.44 2.51
H -0.75 -6.17 1.12
N 2.60 -0.92 -2.58
H -2.87 -2.00 -2.33
H 4.18 -2.64 5.42
H -5.96 -3.67 -1.14
H 3.20 6.16 4.55
C -4.37 -1.26 -0.07
C -5.21 -3.65 -0.29
H 6.08 -4.52 4.55
C -1.65 6.23 0.18
H -3.35 -3.71 -2.38
C 2.91 5.13 4.85
H -1.80 3.18 0.72
Sb -2.06 -3.19 0.42
H -3.82 -2.08 2.83
C -2.51 -3.72 2.60
S 1.19 1.57 2.00
C -3.52 -4.84 2.70
C 2.50 0.44 -2.40
H -4.59 -2.50 -2.79
H 4.76 1.35 2.27
H -1.06 3.25 -5.41
H 0.19 -5.21 -2.35
C 4.63 4.08 3.16
C 4.05 -1.15 2.85
H -4.90 -4.67 -0.01
C 3.86 0.71 -4.45
H 3.39 -3.19 2.55
C 5.69 -3.56 4.11
H 0.45 -3.75 -1.51
O 1.86 0.92 -1.42
H -0.73 2.26 -7.51
N -1.69 2.18 0.75
C -1.20 -4.11 3.29
H -3.57 -5.25 3.73
C -4.09 -2.68 -0.65
H 3.97 3.62 1.14
H -0.73 -0.68 -3.51
C 3.46 -2.47 3.37
V 0.23 1.61 -0.28
H 2.74 3.48 2.48
C -0.58 4.35 -2.12
C 4.24 -3.25 4.52
H 3.65 3.16 4.87
C -1.13 -5.04 -0.72
H -3.43 4.53 -2.89
H 0.55 -5.01 0.78
N -1.13 5.56 -2.14
C -0.21 -5.67 0.27
Cl -0.62 -0.96 0.26
C -3.35 5.51 -3.35
C -0.77 -0.03 -4.39
H 2.44 -2.27 3.72
N 3.88 1.80 2.23
S 0.38 3.91 -0.73
H 2.29 -1.48 -1.76
H -0.82 -5.08 2.96
H 4.85 -1.29 2.12
H -0.38 -3.39 3.22
C -2.19 -6.07 -1.11
H -1.17 5.43 0.78
O -1.03 1.50 -1.86
C -0.80 1.58 -6.70
H -4.01 6.23 -2.81
H 3.71 -4.17 4.75
C -0.86 1.37 -4.28
H -2.15 -1.66 3.06
H 4.48 -0.59 3.71
H -1.47 -4.23 4.36
H 5.70 3.89 3.13
H -3.38 -5.69 2.03
C -1.93 5.98 -3.34
C -0.39 -4.39 -1.87
H 0.24 6.62 -0.99
C -0.84 -0.60 -5.64
H 0.39 -6.45 -0.19
H -2.72 5.96 -0.07
C 2.82 1.00 2.17
H -1.21 7.55 -1.45
C -0.78 0.20 -6.78
N 2.65 3.84 -3.16
H -3.70 5.38 -4.41
H -1.89 7.08 -3.37
H -3.67 -0.49 -0.50
H 2.11 -0.85 2.06
H 4.86 4.37 5.26
H -1.94 1.86 1.69
C 3.13 1.30 -3.41
C -3.70 -2.70 -2.12
H 4.51 5.08 2.78
N -0.79 3.44 -3.09
C -0.84 2.12 -2.98
C -0.92 2.17 -5.44
C -0.84 6.58 -1.08
H -2.91 -5.68 -1.84
C 2.87 2.70 -3.31
C 3.81 3.27 2.17
H 6.40 -2.75 4.33
```

Properties
Multiplicity: 4
LUMO level (alpha / beta) (eV): 2.07 / 2.07
Total charge: -1
Energy relative to the best compared isomer or geometry (same formula, charge and spin) (kcal/mol): 60.2
Calculated total energy (hartree): -4479.4680

6.
The following is a DFT calculation (ωB97M-V/def2-TZVPD) of a structure of composition C35H29N3O3PPtS at a distorted geometry.

```
73
Properties=species:S:1:pos:R:3
C -2.86 -4.44 -0.10
H -1.78 1.64 0.36
H -0.53 5.45 1.85
C -2.29 -1.88 4.32
H -2.18 -1.51 5.33
N -1.68 -1.71 2.03
C 0.08 2.65 -4.56
N -2.38 -2.14 -0.52
C -1.30 3.56 1.16
C -0.74 -0.08 3.59
H 2.03 -1.44 0.33
H -2.93 -5.26 0.59
O 0.30 -1.47 -1.80
O 2.30 -1.88 -3.18
H -3.19 -3.65 -3.38
H -3.56 -3.52 4.85
C 0.00 2.34 -3.21
C -0.19 1.80 4.94
H 3.00 -0.31 2.60
C 4.56 0.82 -1.50
P 0.50 0.61 -1.04
H 1.01 -0.36 -5.80
N 0.45 -0.06 2.98
Pt -0.66 -0.90 0.34
C 1.17 3.25 -0.09
H -0.17 3.66 -4.88
H 3.47 1.03 3.65
C 0.89 4.40 0.64
C -2.72 -1.07 -2.68
H 6.06 -0.49 -0.71
C -2.53 -3.17 0.33
C 0.74 0.40 -5.08
H 2.87 1.92 -2.19
H -0.45 2.54 5.69
H -2.26 3.69 1.64
C 0.65 0.08 -3.74
H 1.64 5.18 0.71
C 1.37 0.81 3.41
C 0.31 1.05 -2.79
O 0.05 -2.44 -4.01
H -2.45 -0.18 -2.12
H 2.92 1.35 2.01
C -3.11 -3.48 2.75
H 2.12 3.15 -0.58
S 0.89 -1.60 -3.20
H 1.84 2.45 4.71
H -2.10 0.81 5.00
H -3.73 -0.96 -3.08
C 3.21 1.10 -1.58
C 2.74 -0.80 -0.17
H 4.44 -1.94 0.46
H 5.27 1.44 -2.02
C -2.67 -2.28 -1.81
H -3.72 -4.33 2.51
C 2.77 0.71 2.88
C -3.00 -3.54 -2.32
C 0.46 1.70 -5.49
C 5.01 -0.27 -0.76
H -3.29 -5.61 -1.85
H -0.28 3.09 -2.49
C -1.11 0.84 4.56
H 0.54 1.96 -6.54
C -3.06 -4.63 -1.47
C 1.07 1.76 4.39
C -1.02 2.41 0.45
C 2.29 0.29 -0.91
C -0.33 4.56 1.27
C 4.10 -1.08 -0.10
C -1.62 -1.24 3.29
C -3.04 -3.01 4.05
C -2.41 -2.80 1.76
C 0.22 2.23 -0.18
H -2.04 -1.19 -3.52
```

Properties
Multiplicity: 3
LUMO level (alpha / beta) (eV): -3.30 / -4.77
Total charge: +1
Calculated total energy (hartree): -2599.7809

7.
The following is a DFT calculation (ωB97M-V/def2-TZVPD) of a structure of composition C41H30ClO4PdS2.

```
79
Properties=species:S:1:pos:R:3
S 1.61 -2.15 -1.03
H 1.68 3.42 -0.40
H -4.48 -0.45 -2.47
C -0.03 -5.23 0.90
C 2.09 2.68 -1.08
H 3.88 -1.21 -3.42
C 2.95 0.42 -1.46
C -3.82 0.39 -2.59
C -0.02 -4.83 2.24
H 2.07 3.98 -2.74
C -0.07 6.02 3.42
S 2.10 0.86 1.13
H 7.51 2.02 -0.76
C 3.61 -0.22 -3.77
C 5.16 -0.42 -0.62
H 8.91 0.20 0.17
H -0.16 -5.48 4.28
H 0.53 -3.26 3.59
C 7.32 -1.21 0.19
H -0.43 -6.20 0.64
H 3.48 1.62 -6.61
H -1.42 3.41 -2.99
H 5.15 1.65 -1.26
O -1.05 -1.24 -0.95
C 3.37 1.38 -5.56
C -2.48 0.29 -2.11
H -1.67 -5.57 3.38
C 1.84 4.45 2.93
H -0.57 1.94 1.24
O 3.40 0.56 1.77
C 0.51 -3.58 2.56
H 2.62 3.31 -5.03
H 0.73 6.71 3.69
C 7.07 1.05 -0.58
Pd 0.62 -0.16 -1.14
H -1.43 4.06 2.16
H 3.62 -3.94 0.11
Cl -5.88 1.66 -3.77
C 3.79 -0.68 -0.88
C 2.75 2.01 -3.31
C 0.48 4.75 2.84
O 1.44 -2.79 -2.33
C 3.29 -1.92 -0.62
H 7.92 -2.01 0.60
C 5.96 -1.46 -0.09
C 1.47 2.38 1.78
C 2.34 3.26 2.40
H 1.44 -1.78 1.85
H 0.46 -4.72 -1.13
C -0.59 -5.71 3.31
C 4.07 -2.97 -0.09
H -2.93 -1.68 -1.40
H -3.74 3.53 -3.81
H 4.11 -0.63 -5.79
C 3.74 0.10 -5.09
C 3.10 0.73 -2.86
C -1.58 1.40 -2.26
C -2.13 -0.92 -1.48
C 2.28 2.98 -2.39
C 5.75 0.84 -0.86
C -2.09 2.57 -2.88
H -0.73 6.52 2.72
C 2.37 1.37 -0.60
H -0.41 -6.77 3.09
C 0.99 -3.17 0.26
C 5.38 -2.74 0.17
C -4.25 1.53 -3.19
H 6.01 -3.52 0.58
C 1.01 -2.74 1.58
C 0.47 -4.41 -0.09
C -3.38 2.63 -3.33
O -0.34 1.42 -1.89
C 7.86 0.02 -0.05
C 2.90 2.32 -4.68
H 3.39 3.01 2.48
C -0.37 3.84 2.22
H 2.51 5.14 3.41
H -0.64 5.81 4.33
C 0.11 2.65 1.70
```

Properties
LUMO level (eV): -3.87
Total charge: +1
Energy relative to the best compared isomer or geometry (same formula, charge and spin) (kcal/mol): 0.0
Calculated total energy (hartree): -3265.5626